Record 1
Density functional theory data (ωB97M-V/def2-TZVPD) for a gas-phase ion, C4H6NO4S (charge -1) at a distorted geometry.

The total energy is -24756.9873 eV. Its LUMO energy (alpha / beta) is 3.69 / 1.19 eV. As for the gap between HOMO and LUMO (alpha / beta): 0.1955 / 0.2418 Ha. The total charge is -1. The multiplicity is 3.

Positions of all 16 atoms, in Å:
C1 -1.35952 -0.23296 1.49389
C2 -0.24656 0.07918 0.89474
C3 1.52371 -0.62789 -2.22038
C4 -0.20237 0.27619 -0.56527
N1 1.09333 0.19630 -1.20562
O1 0.56694 2.88789 -0.03496
O2 0.93336 -1.65181 -2.54880
O3 -1.88882 2.32037 0.12808
O4 -0.63125 2.53341 -1.97883
S1 -0.60915 2.18608 -0.55113
H1 -1.64293 -0.29468 2.59557
H2 -2.18103 -0.21740 0.91310
H3 0.74223 -0.00440 1.41634
H4 2.48891 -0.42942 -2.65716
H5 -1.06150 -0.17214 -1.07140
H6 1.56374 1.03208 -0.90857

Atom charges from the natural (NBO) analysis, given in e for atoms 1 to 6:
1. C -0.33
2. C -0.24
3. C 0.53
4. C -0.29
5. N -0.63
6. O -1.01

=====

Record 2
Density functional theory data (ωB97M-V/def2-TZVPD) for 2 unconnected molecules or ions with the total composition C2H2Cl6 at a distorted geometry.

The total energy is -77240.3306 eV. Its LUMO energy is 0.42 eV. As for the gap between HOMO and LUMO: 0.4219 Ha.

Positions of all 10 atoms, in Å:
Cl1 2.36360 -3.14296 1.27216
C1 0.82378 -3.24203 0.49861
Cl2 -0.28334 -2.15047 1.44083
Cl3 0.37058 -4.98874 0.60893
H1 0.90147 -2.86071 -0.51956
Cl4 0.35411 3.72518 0.49031
C2 -0.88762 3.27266 -0.65099
Cl5 -0.37349 1.99860 -1.76775
Cl6 -1.73986 4.60715 -1.45302
H2 -1.52922 2.78132 0.08048

Atom charges from the natural (NBO) analysis, given in e for atoms 1 to 6:
1. Cl 0.04
2. C -0.26
3. Cl -0.01
4. Cl 0.00
5. H 0.24
6. Cl 0.03

=====

Record 3
Density functional theory data (ωB97M-V/def2-TZVPD) for a molecular structure, C2HN2O3 at a distorted geometry.

The total energy is -11209.7443 eV. Its LUMO energy is 3.97 eV. As for the gap between HOMO and LUMO: 0.2958 Ha. The total charge is -1.

Positions of all 8 atoms, in Å:
C1 -0.55687 1.39858 -0.04089
C2 -2.41724 0.44495 -0.06294
N1 -1.81369 1.59393 -0.17406
N2 -0.15851 0.19780 0.17026
O1 0.90031 2.51690 0.12367
O2 -3.57487 0.12121 0.04121
O3 -1.28260 -0.66281 0.17127
H1 0.82392 -0.10856 0.19856

Atom charges from the natural (NBO) analysis, given in e for atoms 1 to 6:
1. C 0.67
2. C 0.84
3. N -0.66
4. N -0.33
5. O -0.89
6. O -0.62

=====

Record 4
Density functional theory data (ωB97M-V/def2-TZVPD) for a molecular structure, C3H6N3 at a distorted geometry.

The total energy is -7666.6745 eV. Its LUMO energy is -5.15 eV. As for the gap between HOMO and LUMO: 0.3159 Ha. The total charge is +1.

Positions of all 12 atoms, in Å:
C1 -2.35976 -0.35731 0.56237
C2 -1.78458 0.40698 -0.34572
C3 0.88498 0.15595 0.18489
N1 3.18349 -0.30467 0.23004
N2 2.14660 0.12056 -0.14557
N3 -0.01060 -0.12286 -0.66477
H1 -3.36583 0.07607 0.80025
H2 -1.98391 -1.25303 1.02792
H3 -1.95040 1.11111 -1.05127
H4 0.79620 0.62728 1.14357
H5 4.08137 0.04824 -0.17790
H6 0.36245 -0.50832 -1.56380

Atom charges from the natural (NBO) analysis, given in e for atoms 1 to 6:
1. C -0.38
2. C 0.11
3. C 0.28
4. N -0.15
5. N -0.11
6. N -0.56

=====

Record 5
Density functional theory data (ωB97M-V/def2-TZVPD) for 2 unconnected molecules or ions with the total composition C4H8O2.

The total energy is -8367.7277 eV. Its LUMO energy (alpha / beta) is -0.07 / -0.07 eV. As for the gap between HOMO and LUMO (alpha / beta): 0.3106 / 0.3107 Ha.

Positions of all 14 atoms, in Å:
C1 -1.31054 0.26295 -1.04243
C2 -0.58676 -1.11137 0.59483
O1 -0.11189 -0.20504 1.39177
C3 0.71048 0.73600 0.79152
C4 1.98908 0.25954 0.27290
O2 2.88508 0.97861 -0.12136
H1 -1.59520 1.29447 -1.27773
H2 -2.25142 -0.23287 -0.77202
H3 -0.92231 -0.20516 -1.95247
H4 -1.37681 -1.72002 1.02759
H5 0.03593 -1.53409 -0.18960
H6 0.73434 1.64793 1.38020
H7 -0.29957 0.68262 -0.35897
H8 2.09957 -0.85357 0.25578

Atom charges from the natural (NBO) analysis, given in e for atoms 1 to 6:
1. C -0.90
2. C 0.09
3. O -0.40
4. C -0.21
5. C 0.35
6. O -0.55

=====

Record 6
Density functional theory data (ωB97M-V/def2-TZVPD) for 2 unconnected molecules or ions with the total composition C6H12O2 at a distorted geometry.

The total energy is -10509.9948 eV. Its LUMO energy is 0.75 eV. As for the gap between HOMO and LUMO: 0.3357 Ha.

Positions of all 20 atoms, in Å:
C1 1.09787 0.90534 -1.94217
C2 0.16784 0.33948 -0.90768
C3 0.45864 -1.10419 -0.57811
C4 -0.76538 1.04586 -0.25622
C5 -1.41903 0.67470 1.01288
C6 -2.28388 -0.32747 1.11228
O1 -2.84599 -0.80153 2.28572
H1 2.10895 0.77257 -1.55797
H2 1.00118 0.27651 -2.82658
H3 0.92397 1.96012 -2.11604
H4 1.29946 -1.54625 -1.12442
H5 -0.42988 -1.72162 -0.73337
H6 0.72950 -1.34696 0.46180
H7 -0.78303 2.10762 -0.50333
H8 -1.16056 1.12783 1.96347
H9 -2.61197 -0.98120 0.30660
H10 -3.15471 -0.06604 2.84060
O2 3.88504 -0.20925 -0.36354
H11 4.69901 -0.40600 -0.83871
H12 3.45316 -1.06217 -0.21055

Atom charges from the natural (NBO) analysis, given in e for atoms 1 to 6:
1. C -0.65
2. C 0.06
3. C -0.67
4. C -0.25
5. C -0.32
6. C 0.15

=====

Record 7
Density functional theory data (ωB97M-V/def2-TZVPD) for C3H2ClNOS in the gas phase.

The total energy is -30038.0652 eV. Its LUMO energy is 0.52 eV. As for the gap between HOMO and LUMO: 0.3262 Ha.

Positions of all 9 atoms, in Å:
S1 2.80468 -0.68992 -0.00683
C1 1.23959 -0.17796 0.00499
N1 0.10360 -0.91219 -0.00212
C2 -1.00335 -0.07154 -0.00180
Cl1 -2.59470 -0.67197 -0.00655
C3 -0.51406 1.17513 -0.00270
O1 0.84822 1.12226 -0.00794
H1 0.09781 -1.92761 0.01512
H2 -0.98178 2.15381 0.00782

Atom charges from the natural (NBO) analysis, given in e for atoms 1 to 6:
1. S -0.19
2. C 0.35
3. N -0.58
4. C 0.03
5. Cl 0.08
6. C 0.04

=====

Record 8
Density functional theory data (ωB97M-V/def2-TZVPD) for a molecular structure, C20H18IIrN6O2.

The total energy is -44990.8950 eV. Its LUMO energy (alpha / beta) is -6.14 / -8.22 eV. As for the gap between HOMO and LUMO (alpha / beta): 0.2868 / 0.2314 Ha. The total charge is +2. The multiplicity is 5.

Positions of all 48 atoms, in Å:
Ir1 0.21804 -1.04014 -0.32373
C1 2.73745 2.84150 -2.46122
C2 1.67385 3.14258 -1.46986
N1 1.57585 4.37362 -1.01168
C3 0.61048 4.67871 -0.15324
C4 -0.40023 3.78189 0.27231
C5 -1.50236 4.27883 1.17842
O1 -1.83107 3.31951 2.17085
C6 -0.33460 2.47822 -0.15642
C7 -1.44527 1.56919 0.10282
N2 -1.38980 0.29488 0.02937
C8 -2.60810 -0.44850 0.16422
C9 -3.44689 -0.26504 1.25469
C10 -4.61596 -1.00508 1.34566
C11 -4.94387 -1.92139 0.35676
C12 -4.10578 -2.11156 -0.73458
C13 -2.93684 -1.37714 -0.82232
I1 -1.64505 -1.59889 -2.46154
C14 0.77244 2.08211 -1.00030
O2 1.00205 0.90194 -1.35221
H1 2.60944 3.50078 -3.32210
H2 2.72307 1.80591 -2.78494
H3 3.71128 3.09121 -2.03438
H4 0.60372 5.69819 0.21786
H5 -2.39784 4.47032 0.57782
H6 -1.21085 5.23348 1.61686
H7 -1.54781 3.63186 3.03538
H8 -2.41343 2.02210 0.29998
H9 -3.17337 0.44456 2.02608
H10 -5.27074 -0.86774 2.19496
H11 -5.85747 -2.49505 0.43005
H12 -4.37067 -2.81778 -1.50978
N3 4.20440 -2.37305 0.53633
C15 4.63899 -1.07857 0.37474
C16 3.53819 -0.34793 0.04992
N4 2.44848 -1.17968 0.00759
C17 2.88267 -2.39393 0.30409
C18 1.91098 -3.46644 0.28434
N5 0.66641 -3.14469 -0.03090
C19 -0.06538 -4.30755 -0.02435
C20 0.75868 -5.33846 0.29997
N6 2.00556 -4.78755 0.49246
H13 4.79302 -3.15329 0.78161
H14 5.67012 -0.80315 0.50665
H15 3.46482 0.70304 -0.16253
H16 -1.11700 -4.32326 -0.25065
H17 0.57792 -6.39261 0.41142
H18 2.83248 -5.30596 0.74352

Atom charges from the natural (NBO) analysis, given in e for atoms 1 to 6:
1. Ir 1.16
2. C -0.68
3. C 0.29
4. N -0.40
5. C 0.14
6. C 0.01